# 1
76
Properties=species:S:1:pos:R:3 method="wB97M-V/def2-TZVPD" gap_ha=0.0945 homo_energy_ev=-5.818 e_tot_ev=-213095.1652
N -1.478 2.489 0.513
C -1.499 1.125 -0.036
O -1.704 0.863 -1.253
O -1.311 0.049 0.903
C 0.067 -0.097 1.281
S 0.483 0.650 2.954
O 1.980 0.938 2.901
O -0.219 1.976 3.219
C 0.249 -0.537 4.385
F -0.387 -1.755 4.027
F -0.510 0.188 5.385
F 1.521 -0.786 4.993
H -2.251 3.069 0.165
H -0.561 2.943 0.421
H 0.283 -1.228 1.309
H 0.714 0.450 0.494
C -1.991 -2.437 -0.719
O -2.083 -2.560 -1.981
O -2.898 -1.978 0.019
O -0.968 -2.765 -0.068
O 2.572 -1.165 -0.167
C 3.147 -1.751 0.716
O 2.523 -2.344 1.774
C 3.509 -2.848 2.682
C 4.764 -3.013 1.858
C 4.638 -1.897 0.844
H 3.637 -2.125 3.494
H 3.170 -3.796 3.103
H 5.678 -2.965 2.451
H 4.745 -3.979 1.344
H 5.057 -0.959 1.216
H 5.089 -2.169 -0.111
C -5.492 0.919 -6.156
C -5.588 -0.392 -6.628
C -5.053 -1.439 -5.891
C -4.419 -1.167 -4.660
C -4.319 0.140 -4.193
C -4.859 1.185 -4.950
N -3.867 -2.288 -3.841
O -3.962 -3.453 -4.285
O -3.346 -2.000 -2.736
H -5.917 1.735 -6.735
H -6.083 -0.594 -7.572
H -5.137 -2.447 -6.272
H -3.831 0.365 -3.250
H -4.787 2.207 -4.590
O -1.735 2.784 5.304
H -1.491 2.115 5.998
H -2.712 2.810 5.158
H -1.243 2.612 4.448
C 1.182 -0.058 8.636
Cl 1.006 -0.242 10.392
Cl 0.170 1.274 8.035
Cl 2.879 0.278 8.242
Cl 0.650 -1.528 7.810
Al -1.146 5.000 6.146
O -4.343 6.756 7.273
H -3.637 6.468 7.865
H -4.473 6.007 6.678
F 0.055 7.263 6.863
C 3.120 -1.190 -3.758
C 4.361 -0.327 -3.991
C 4.248 0.272 -5.394
S 2.497 0.394 -5.745
O 2.184 -0.502 -6.834
O 2.110 1.787 -5.756
C 1.938 -0.349 -4.222
H 3.019 -1.480 -2.710
H 3.188 -2.104 -4.358
H 4.390 0.477 -3.248
H 5.282 -0.906 -3.883
H 4.697 1.265 -5.445
H 4.698 -0.380 -6.144
H 1.037 -0.935 -4.402
H 1.727 0.457 -3.516
Br -2.961 -2.377 -5.797

***

# 2
57
Properties=species:S:1:pos:R:3 method="wB97M-V/def2-TZVPD" gap_ha="0.3207 / 0.2312" s2=0.773 spin_multiplicity=2 homo_energy_ev="-8.140 / -8.061" e_tot_ev=-83783.3616
H 0.574 3.479 -0.364
N -0.108 1.755 -1.362
B -1.190 0.142 -3.162
N -0.845 1.529 -2.536
C -1.052 2.721 -3.139
Cu 0.936 0.709 -0.098
H -1.567 2.777 -4.080
C -0.480 3.722 -2.358
H -0.404 4.769 -2.573
C 0.060 3.090 -1.230
H -1.031 0.230 -4.344
C -2.987 -2.933 1.725
H -2.399 -3.304 2.570
H -2.349 -2.357 1.045
H -3.392 -3.799 1.190
N -2.694 -0.332 -2.965
N -0.163 -0.869 -2.595
N -3.165 -0.594 -1.692
N 0.511 -0.819 -1.373
C -3.689 -0.539 -3.879
C 0.333 -1.888 -3.323
H -3.512 -0.420 -4.944
H -0.048 -2.068 -4.327
C -4.847 -0.904 -3.184
C 1.314 -2.535 -2.579
C -4.453 -0.919 -1.823
C 1.359 -1.863 -1.349
H -5.810 -1.140 -3.609
H 1.941 -3.347 -2.898
H -5.060 -1.139 -0.943
H 1.973 -2.040 -0.469
H -3.809 -2.337 2.091
C -1.309 1.069 1.925
Si 0.291 0.795 2.869
C 0.663 2.204 4.038
C 0.032 -0.781 3.812
N 1.528 0.652 1.659
C 2.863 0.532 1.636
C 3.534 0.988 0.466
C 4.702 0.356 0.077
C 5.319 -0.577 0.929
C 4.800 -0.800 2.215
C 3.600 -0.221 2.612
H -1.948 1.686 2.572
H -1.820 0.117 1.720
H -1.194 1.582 0.961
H -0.081 2.150 4.854
H 1.672 2.128 4.473
H 0.584 3.192 3.558
H -0.522 -1.510 3.206
H 0.965 -1.249 4.141
H -0.569 -0.539 4.698
H 3.091 1.800 -0.121
H 5.124 0.610 -0.885
H 6.207 -1.140 0.636
H 5.344 -1.443 2.917
H 3.178 -0.379 3.611

***

# 3
50
Properties=species:S:1:pos:R:3 method="wB97M-V/def2-TZVPD" charge=+1 gap_ha=0.2157 homo_energy_ev=-11.854 e_tot_ev=-25033.1045
F -2.704 -4.668 3.359
C -2.055 -3.469 3.154
C -2.259 -2.428 4.062
C -1.604 -1.209 3.830
C -0.751 -1.051 2.748
C -0.456 -2.152 1.891
C 0.637 -2.077 0.979
C 1.515 -3.162 0.727
C 2.548 -3.051 -0.258
C 3.360 -4.134 -0.559
C 3.191 -5.366 0.103
C 2.273 -5.470 1.155
C 1.475 -4.385 1.489
C -1.211 -3.361 2.061
H -2.908 -2.566 4.921
H -1.769 -0.378 4.515
H -0.222 -0.105 2.589
H 0.888 -1.111 0.539
H 2.680 -2.093 -0.769
H 4.149 -4.027 -1.310
H 3.800 -6.228 -0.173
H 2.193 -6.393 1.736
H 0.810 -4.454 2.354
H -1.052 -4.208 1.396
C 1.521 4.542 -1.449
C 0.118 4.277 -1.955
N -0.447 2.928 -1.549
C -0.604 2.951 -0.043
C -1.340 1.744 0.511
C -1.834 2.812 -2.141
C -1.869 3.133 -3.622
B 0.464 1.672 -2.077
H 0.771 0.888 -1.153
H 1.799 5.557 -1.766
H 1.589 4.527 -0.356
H 2.256 3.844 -1.865
H -0.589 5.026 -1.567
H 0.105 4.321 -3.047
H 0.395 3.054 0.396
H -1.170 3.868 0.178
H -1.325 1.805 1.608
H -2.393 1.739 0.208
H -0.883 0.792 0.215
H -2.179 1.791 -1.951
H -2.474 3.503 -1.572
H -2.845 2.833 -4.025
H -1.789 4.211 -3.798
H -1.084 2.613 -4.184
H -0.169 1.014 -2.879
H 1.448 2.102 -2.656

***

# 4
51
Properties=species:S:1:pos:R:3 method="wB97M-V/def2-TZVPD" charge=+1 gap_ha=0.3028 homo_energy_ev=-11.693 e_tot_ev=-95569.7961
O -5.068 -0.741 -3.872
C -6.401 -1.275 -3.464
C -6.914 -1.414 -4.872
H -6.987 -0.547 -2.885
H -6.350 -2.251 -2.959
C -5.512 -0.897 -5.266
H -7.689 -0.668 -5.096
H -7.087 -2.448 -5.184
C -5.734 0.393 -6.018
H -6.252 1.121 -5.387
H -6.383 0.174 -6.880
H -4.799 0.815 -6.384
C -4.726 -1.920 -6.072
H -4.519 -2.844 -5.514
H -3.776 -1.494 -6.418
H -5.313 -2.192 -6.965
Zr -0.821 -0.067 -0.747
C 1.207 -1.356 -0.077
C 0.288 -1.413 1.009
C -0.865 -2.156 0.577
H 0.484 -1.095 2.030
C -0.624 -2.572 -0.771
C 0.627 -2.027 -1.194
H 1.110 -2.257 -2.142
H 2.232 -1.002 -0.013
H -1.661 -2.516 1.226
H -1.185 -3.315 -1.334
C 1.050 1.473 -0.826
C 1.030 0.824 -2.096
C -0.204 1.161 -2.756
H 1.864 0.289 -2.548
C -0.912 2.077 -1.912
C -0.134 2.281 -0.726
H -0.317 3.041 0.032
H 1.868 1.484 -0.110
H -0.490 0.875 -3.769
H -1.805 2.633 -2.182
O -3.095 -0.118 -1.315
C -2.929 -1.187 -2.308
C -3.644 -2.396 -1.745
H -1.856 -1.330 -2.618
H -3.462 -0.861 -3.189
C -4.734 -1.756 -0.880
H -2.957 -2.930 -1.087
H -3.996 -3.130 -2.467
C -4.076 -0.501 -0.299
H -5.229 -2.449 -0.163
H -5.494 -1.358 -1.569
H -3.523 -0.683 0.649
H -4.771 0.333 -0.120
Br -1.527 1.040 1.463

***

# 5
57
Properties=species:S:1:pos:R:3 method="wB97M-V/def2-TZVPD" gap_ha="0.2425 / 0.2449" s2=8.764 spin_multiplicity=6 homo_energy_ev="-7.879 / -7.931" e_tot_ev=-65084.7096
O -0.057 -0.209 -2.420
C 1.059 -0.647 -3.297
C 0.507 0.177 -4.449
H 0.988 -1.735 -3.427
H 2.027 -0.321 -2.890
C -0.634 0.584 -3.515
H 0.143 -0.465 -5.242
H 1.166 0.981 -4.792
C -1.980 -0.021 -3.869
H -1.867 -1.100 -4.033
H -2.364 0.443 -4.784
H -2.703 0.145 -3.060
C -0.685 2.061 -3.185
H 0.327 2.454 -3.049
H -1.269 2.249 -2.274
H -1.165 2.592 -4.017
Sm 0.187 -0.359 -0.007
C 0.978 1.655 1.539
C 2.127 0.816 1.459
C 2.614 0.846 0.116
H 2.607 0.309 2.288
C 1.762 1.719 -0.636
C 0.751 2.216 0.246
H -0.013 2.950 -0.014
H 0.419 1.872 2.445
H 3.508 0.348 -0.252
H 1.927 2.032 -1.663
C -1.859 -0.341 1.801
C -1.991 0.882 1.081
C -2.339 0.571 -0.264
H -1.914 1.882 1.500
C -2.430 -0.857 -0.382
C -2.138 -1.415 0.901
H -2.181 -2.468 1.162
H -1.668 -0.435 2.864
H -2.607 1.293 -1.035
H -2.737 -1.410 -1.264
O 0.607 -1.195 -6.696
C 0.070 -0.323 -7.734
C 0.435 -0.855 -9.125
H 0.486 0.689 -7.606
H -1.023 -0.257 -7.613
C 1.444 -1.987 -8.852
H 0.858 -0.075 -9.759
H -0.453 -1.249 -9.626
C 1.337 -2.261 -7.347
H 2.453 -1.655 -9.109
H 1.224 -2.875 -9.445
H 2.327 -2.338 -6.884
H 0.793 -3.202 -7.185
F 1.434 -3.094 4.455
Te 1.205 -2.705 2.606
F 0.603 -0.964 3.180
F 1.804 -4.435 2.117
F 2.968 -1.990 2.578
F -0.602 -3.280 2.763
O 0.932 -2.187 0.838

***

# 6
58
Properties=species:S:1:pos:R:3 method="wB97M-V/def2-TZVPD" charge=+1 gap_ha=0.3194 homo_energy_ev=-11.290 e_tot_ev=-54610.0464
Mg 0.759 -0.687 0.084
C -1.768 -3.259 -2.589
Sb -1.461 -2.298 -0.721
C -1.918 -3.861 0.636
C -3.278 -1.158 -0.561
C -3.480 -0.211 -1.705
C -4.095 -0.709 -2.857
C -4.329 0.085 -3.964
C -3.958 1.421 -3.932
C -3.359 1.932 -2.796
C -3.100 1.139 -1.674
C -2.440 1.790 -0.495
Sb -0.296 1.889 -0.672
C 0.055 3.378 0.807
C -0.103 3.035 -2.450
H -2.695 -3.828 -2.555
H -0.938 -3.933 -2.791
H -1.829 -2.510 -3.376
H -2.896 -4.276 0.400
H -1.910 -3.457 1.646
H -1.162 -4.641 0.563
H -3.251 -0.673 0.413
H -4.077 -1.899 -0.537
H -4.417 -1.745 -2.868
H -4.818 -0.329 -4.835
H -4.154 2.065 -4.778
H -3.100 2.984 -2.760
H -2.640 1.294 0.453
H -2.764 2.827 -0.400
H -0.535 4.262 0.573
H 1.111 3.638 0.827
H -0.242 2.984 1.778
H -0.639 3.976 -2.343
H -0.514 2.475 -3.287
H 0.951 3.237 -2.632
C 2.348 -1.203 -2.639
O 2.268 -1.156 -1.200
H 2.573 -2.215 -2.968
H 3.105 -0.507 -2.994
H 1.373 -0.905 -3.018
H 3.111 -1.403 -0.801
F -2.132 2.355 5.731
C -1.852 1.129 5.295
C -0.605 0.765 5.002
N -0.295 -0.512 4.569
C 0.982 -0.777 3.941
C 0.900 -0.651 2.430
O -0.154 -0.235 1.875
O 1.908 -0.967 1.731
C -1.287 -1.440 4.313
O -1.054 -2.508 3.786
N -2.548 -1.057 4.705
C -2.972 0.197 5.160
O -4.129 0.431 5.390
H 0.220 1.455 5.110
H 1.315 -1.786 4.173
H 1.729 -0.082 4.321
H -3.276 -1.746 4.575

***

# 7
49
Properties=species:S:1:pos:R:3 method="wB97M-V/def2-TZVPD" gap_ha=0.3266 homo_energy_ev=-8.262 e_tot_ev=-27651.6195
Mg 0.387 0.177 -0.699
C -0.567 -2.670 0.858
C -0.302 -1.903 2.159
C -1.604 -1.316 2.696
C 0.787 -0.863 1.958
C 2.124 -1.265 1.892
C 3.148 -0.349 1.716
C 2.878 1.012 1.574
C 3.990 2.006 1.375
C 1.551 1.417 1.628
C 0.515 0.502 1.841
H -1.248 -3.503 1.036
H 0.355 -3.066 0.426
H -1.039 -2.004 0.128
H 0.089 -2.611 2.898
H -2.045 -0.634 1.966
H -1.446 -0.776 3.632
H -2.320 -2.117 2.883
H 2.362 -2.319 1.984
H 4.174 -0.695 1.665
H 4.388 2.332 2.338
H 3.640 2.890 0.843
H 4.812 1.566 0.810
H 1.310 2.470 1.522
H -0.504 0.856 1.880
C 2.057 -1.119 -1.694
C 0.944 -1.198 -2.571
C 0.702 0.097 -3.078
C 1.664 0.975 -2.531
C 2.500 0.216 -1.670
H 2.532 -1.943 -1.183
H 0.381 -2.087 -2.807
H -0.106 0.376 -3.738
H 1.765 2.026 -2.754
H 3.370 0.583 -1.149
C -2.965 -0.289 -2.063
C -2.588 0.827 -1.083
C -3.699 0.980 -0.045
C -2.423 2.146 -1.848
O -1.390 0.516 -0.440
H -3.906 -0.076 -2.575
H -3.067 -1.233 -1.521
H -2.178 -0.410 -2.810
H -4.642 1.268 -0.515
H -3.423 1.745 0.685
H -3.853 0.035 0.482
H -3.343 2.440 -2.359
H -1.626 2.050 -2.591
H -2.142 2.938 -1.150

***

# 8
52
Properties=species:S:1:pos:R:3 method="wB97M-V/def2-TZVPD" gap_ha=0.3396 homo_energy_ev=-8.700 e_tot_ev=-29260.8194
C -5.869 -0.723 -0.040
C -4.902 -1.268 1.007
H -5.352 -2.076 1.386
H -4.976 -0.548 1.784
C -3.577 -1.755 0.453
C -2.977 -0.418 0.148
C -2.947 -0.127 -1.086
C -2.276 1.189 -1.793
C -1.752 2.072 -0.840
C -1.715 1.686 0.597
C -2.422 0.754 1.026
H -2.500 0.419 1.961
H -1.305 2.200 1.240
O -1.090 3.263 -1.231
C -0.573 4.097 -0.506
C 0.589 3.571 0.508
O 1.076 3.909 1.491
N 1.272 2.557 -0.167
N 2.501 2.085 0.285
C 2.779 0.821 -0.007
O 2.242 0.299 -1.209
C 3.820 0.257 0.835
C 3.468 -1.031 1.397
C 3.196 -2.205 0.491
C 4.536 -2.328 -0.718
C 5.027 -1.197 -1.209
C 5.184 -0.277 -0.200
H 5.478 0.989 -0.755
H 5.926 -0.394 0.572
H 5.891 -1.422 -1.704
H 4.161 -0.821 -1.939
H 4.347 -3.325 -1.326
H 5.369 -2.770 0.222
H 2.441 -2.092 -0.391
H 2.918 -3.234 0.836
H 2.592 -0.762 1.935
H 4.268 -1.449 1.883
H 4.213 0.892 1.733
H 2.651 2.452 1.240
H 0.861 2.261 -0.984
H -0.173 4.883 -0.839
H -1.440 4.546 0.588
H -2.299 1.381 -2.687
H -3.325 -0.800 -1.969
C -3.631 -2.692 -0.438
H -2.337 -2.995 -0.671
H -3.824 -3.762 0.158
H -3.981 -2.724 -1.223
H -3.055 -1.787 1.420
H -7.041 -0.406 0.301
H -6.012 -1.413 -0.961
H -5.454 0.218 -0.603